Below is C22H23N3O5S in the gas phase, with properties calculated with ωB97M-V with the def2-TZVPD basis set.

Last column: Mulliken charge in e.
Cartesian coordinates (Å):
1 S -0.26 -4.25 2.62  -0.284
2 O 2.24 -3.52 3.16  -0.554
3 O -0.93 -0.60 1.72  -0.789
4 O -0.43 2.22 -2.17  -0.643
5 O -0.70 1.30 -0.20  -0.436
6 O 1.19 -1.31 -0.08  -0.730
7 N 2.57 0.44 0.25  0.340
8 N 0.80 -1.92 2.39  0.222
9 N -2.62 -0.50 -1.26  0.290
10 C 1.75 -0.85 2.20  -1.194
11 C -0.48 -1.72 1.90  0.239
12 C 3.31 1.33 1.12  -0.559
13 C -6.27 -0.08 -0.80  -0.677
14 C -6.44 -1.13 0.11  -0.650
15 C 1.16 -3.18 2.76  0.699
16 C -5.02 0.22 -1.32  -0.884
17 C -5.38 -1.90 0.52  -0.545
18 C 3.29 2.79 0.67  -0.852
19 C -4.12 -1.63 0.01  0.460
20 C -0.97 1.39 -1.49  0.788
21 C -3.95 -0.56 -0.91  0.557
22 C -1.97 0.42 -2.14  -0.711
23 C -1.19 -3.00 1.80  0.498
24 C 1.82 -0.58 0.68  0.982
25 C 4.22 2.57 -1.70  -0.612
26 C 4.42 3.14 -0.30  -0.660
27 C 4.00 1.06 -1.72  -1.003
28 C -1.96 -1.48 -0.59  -1.114
29 C -2.81 -2.18 0.23  0.546
30 C -2.36 -3.18 1.15  -0.908
31 C 2.63 0.66 -1.19  -0.621
32 H -0.90 -1.64 -0.75  0.911
33 H -7.12 0.51 -1.10  0.396
34 H 4.07 0.72 -2.75  0.313
35 H 5.10 2.81 -2.30  0.396
36 H 2.72 -1.17 2.60  0.463
37 H 3.40 3.41 1.56  0.370
38 H -2.72 1.03 -2.65  0.310
39 H -2.93 -4.09 1.29  0.460
40 H 4.79 0.55 -1.16  0.377
41 H 3.36 3.06 -2.17  0.296
42 H 2.33 3.02 0.22  0.301
43 H -4.90 1.04 -2.01  0.325
44 H 1.38 0.03 2.72  0.333
45 H 2.87 1.27 2.12  0.519
46 H 5.37 2.77 0.11  0.298
47 H 1.89 1.41 -1.48  0.018
48 H 4.35 0.98 1.20  0.263
49 H -1.07 0.54 0.31  0.469
50 H 4.50 4.23 -0.37  0.333
51 H -7.43 -1.33 0.49  0.388
52 H -1.41 -0.12 -2.91  0.232
53 H 2.32 -0.29 -1.64  0.613
54 H -5.52 -2.71 1.23  0.421

Values from the calculation:
LUMO energy	-0.369	eV
relative energy (zero: lowest compared OMol25 entry of this formula, charge and spin)	3.4	kJ/mol
total charge	0
Kohn-Sham gap	7.48	eV

---

Below is C22H23N3O5S in the gas phase in a non-equilibrium geometry, with properties calculated with ωB97M-V with the def2-TZVPD basis set.

Last column: Mulliken charge in e.
Cartesian coordinates (Å):
1 S 3.17 1.89 -2.46  -0.339
2 O -2.60 3.22 2.22  -0.671
3 O 0.09 -3.10 -4.84  -0.501
4 O 1.14 -2.37 -6.75  -0.480
5 O -3.61 -0.13 5.77  -0.370
6 O 1.96 -2.11 0.16  -0.673
7 N 1.37 1.77 -0.60  -0.066
8 N 2.47 -0.24 -1.03  0.120
9 N -2.41 1.89 4.03  -0.168
10 C -0.35 1.97 1.08  -1.070
11 C -0.95 0.02 2.37  -0.445
12 C -3.45 2.53 4.80  -0.798
13 C 3.50 -0.90 -4.33  -0.576
14 C -4.59 0.26 4.82  -0.644
15 C 0.77 -0.14 0.68  0.391
16 C -1.11 1.38 2.08  1.269
17 C 3.00 -1.20 -5.60  -0.968
18 C 1.70 -2.11 -3.25  -1.079
19 C 0.04 -3.09 -6.25  -0.257
20 C 2.87 -1.34 -3.18  0.613
21 C 2.30 1.08 -1.32  0.153
22 C -2.12 2.25 2.77  0.082
23 C 0.59 1.22 0.38  0.389
24 C 1.84 -1.94 -5.66  1.047
25 C 3.43 -1.00 -1.82  -1.916
26 C -4.79 1.78 4.72  -0.581
27 C 1.76 -0.93 -0.05  0.936
28 C 1.21 -2.39 -4.49  0.870
29 C -0.02 -0.73 1.68  -1.409
30 C -4.63 0.59 7.91  -1.052
31 C -4.08 -0.54 7.03  -0.314
32 H -5.55 -0.23 5.04  0.435
33 H -0.51 3.01 0.86  0.452
34 H -5.55 0.99 7.50  0.245
35 H -0.90 -2.62 -6.58  0.248
36 H -3.12 2.58 5.84  0.346
37 H 0.08 -4.13 -6.62  0.245
38 H 3.48 -0.85 -6.49  0.419
39 H -2.05 1.04 4.43  0.286
40 H -3.90 1.39 7.99  0.248
41 H -5.26 1.99 3.76  0.377
42 H -5.44 2.15 5.51  0.313
43 H -4.24 -0.12 3.86  0.343
44 H -3.21 -0.99 7.51  0.283
45 H -4.85 -1.32 6.91  0.341
46 H 0.13 -1.78 1.88  0.475
47 H 1.26 2.75 -0.84  0.300
48 H 4.34 -0.40 -1.92  0.609
49 H 3.64 -1.91 -1.26  0.431
50 H 4.39 -0.31 -4.26  0.392
51 H -1.56 -0.47 3.12  0.398
52 H 1.21 -2.47 -2.36  0.532
53 H -3.57 3.55 4.42  0.368
54 H -4.83 0.20 8.90  0.418

Values from the calculation:
LUMO energy	-0.187	eV
relative energy (zero: lowest compared OMol25 entry of this formula, charge and spin)	85.0	kJ/mol
total charge	0
Kohn-Sham gap	7.69	eV

---

Below is C22H23N3O7S in the gas phase in a non-equilibrium geometry, with properties calculated with ωB97M-V with the def2-TZVPD basis set.

Last column: Mulliken charge in e.
Cartesian coordinates (Å):
1 S 1.47 -2.79 -2.10  -0.099
2 O -8.07 0.87 -1.19  -0.616
3 O -0.24 0.53 -2.75  -0.684
4 O -8.63 -0.45 0.41  -0.618
5 O 3.36 3.93 1.24  -0.455
6 O 0.28 -0.17 2.39  -0.684
7 O 3.05 -3.31 2.43  -0.466
8 O 0.91 -3.51 1.82  -0.551
9 N -7.81 0.16 -0.24  1.003
10 N -1.23 0.00 -0.81  0.089
11 N 0.95 -1.14 0.45  0.590
12 C 0.68 1.51 -0.79  0.265
13 C -5.45 0.74 -0.56  -0.651
14 C 2.12 -1.65 -3.36  -0.703
15 C -6.08 -0.78 1.21  -0.492
16 C 2.90 2.44 -0.63  -0.252
17 C 1.97 1.66 -1.28  -0.974
18 C -2.38 -0.38 1.29  -0.698
19 C 1.22 3.02 0.99  -0.849
20 C -6.43 0.04 0.14  -0.064
21 C -4.76 -0.89 1.57  -0.716
22 C -1.26 -0.23 0.56  0.535
23 C 1.95 -2.91 1.78  0.066
24 C 0.06 -0.50 1.24  -0.159
25 C 4.69 4.10 0.81  -0.849
26 C -0.27 0.66 -1.54  -0.280
27 C 3.24 -1.83 -0.10  -0.770
28 C -3.75 -0.22 0.86  0.508
29 C -4.13 0.61 -0.20  -0.432
30 C 2.19 -1.63 1.00  0.114
31 C 2.95 -3.00 -1.03  -0.838
32 C 0.31 2.23 0.35  0.072
33 C 2.54 3.13 0.52  0.817
34 H 3.31 -0.90 -0.67  0.080
35 H -1.98 -0.41 -1.36  0.445
36 H 2.75 -3.91 -0.46  0.400
37 H 2.87 -4.11 2.95  0.376
38 H 5.15 4.78 1.53  0.251
39 H 0.65 -1.57 -0.41  -0.146
40 H -2.23 -0.68 2.32  0.470
41 H -5.76 1.38 -1.37  0.481
42 H 5.24 3.16 0.81  0.330
43 H -0.70 2.18 0.72  0.458
44 H -6.86 -1.30 1.75  0.477
45 H -3.39 1.20 -0.72  0.507
46 H 3.90 2.52 -1.04  0.442
47 H -4.48 -1.52 2.40  0.421
48 H 2.91 -1.05 -2.92  0.153
49 H 3.80 -3.18 -1.70  0.488
50 H 1.30 -1.02 -3.68  0.267
51 H 4.73 4.56 -0.18  0.337
52 H 2.24 1.14 -2.20  0.628
53 H 0.95 3.58 1.87  0.471
54 H 4.20 -2.01 0.38  0.552
55 H 2.50 -2.23 -4.20  0.418
56 H 2.55 -0.88 1.72  0.535

Values from the calculation:
LUMO energy	-0.857	eV
relative energy (zero: lowest compared OMol25 entry of this formula, charge and spin)	299.3	kJ/mol
total charge	0
Kohn-Sham gap	7.91	eV